No. 1
20
Properties=species:S:1:pos:R:3 method="wB97M-V/def2-TZVPD" smiles="C[C@]12C=NC=C[C@H]1NC=[NH+]2" mol_weight_g_mol=136.18 homo_lumo_gap_ha=0.360 total_charge=+1 largest_force_ev_per_a=4.9 e_tot_ev=-11882.7745 de_lowest_ev=2.239 lumo_energy_ev=-3.7
N -1.47494 -1.83127 0.74879
N -1.12423 1.35999 -0.70070
N -0.04996 1.19654 1.10174
C -1.61596 -1.84901 -0.69717
C 0.28505 -0.07806 0.48222
C -0.55430 -1.12409 1.23147
C -1.02061 -0.95487 -1.44839
C 1.81337 -0.41943 0.46098
C -0.20149 0.19379 -0.87564
C -0.77053 1.95601 0.36207
H -0.91014 -0.95967 -2.49906
H -0.33717 -1.26504 2.26286
H -1.20345 2.80171 0.90424
H 0.38655 1.47808 2.01374
H -2.19728 -2.65769 -1.13212
H 0.43823 0.29302 -1.79110
H 2.11744 -0.55432 1.48904
H -1.73722 1.60179 -1.39868
H 2.05487 0.41933 -0.19654
H 1.94252 -1.26678 -0.25480



No. 2
51
Properties=species:S:1:pos:R:3 method="wB97M-V/def2-TZVPD" mol_weight_g_mol=377.49 homo_lumo_gap_ha="0.306 / 0.265" total_charge=+1 largest_force_ev_per_a=1.2 e_tot_ev=-80258.6524 lumo_energy_ev="-2.0 / -4.3" multiplicity=5
Co -0.02219 0.19466 0.01279
S 0.84570 2.29695 -1.01738
S -1.34901 1.88105 1.29434
N 1.14986 -0.95837 -1.49141
N -1.55532 -0.20277 -1.45326
N -0.86943 -1.39008 1.32477
N 1.58782 -0.03405 1.43288
C -1.53313 4.56998 1.45169
C 0.40694 4.96274 -0.78535
C -0.03679 -1.59775 2.51483
C -2.52265 -1.26445 -1.14486
C -1.90759 -2.57790 -0.65389
C -1.44782 -2.63381 0.81258
C 2.46379 -2.13347 0.32467
C -0.87459 3.42928 0.74523
C 0.36828 -1.18849 -2.71185
C 0.04177 3.60561 -0.27104
C 2.76838 -0.79269 0.99869
C 2.00500 -2.09451 -1.14268
C 0.97838 -0.46242 2.69928
C -0.88383 -0.30346 -2.75637
H 1.10011 4.86649 -1.61610
H 1.71840 -2.65789 0.91427
H -0.47502 5.49911 -1.13540
H -2.28352 -2.95418 1.44694
H -0.58801 0.70557 -3.05010
H 1.73791 -0.79158 3.41698
H -1.55840 -0.69776 -3.52420
H 0.50244 -2.53751 2.40153
H 1.75459 -0.15350 -1.65886
H -2.66161 -3.35779 -0.77946
H -1.63910 -0.77455 1.58929
H 0.46267 0.40133 3.12273
H 3.32830 -0.15851 0.30711
H 0.88439 5.55875 -0.00727
H -1.24999 4.55989 2.50416
H -2.61510 4.44774 1.42219
H -2.08205 0.66866 -1.46510
H 0.06123 -2.23354 -2.73531
H 3.40818 -0.99299 1.87021
H 2.88139 -2.12781 -1.80194
H -0.64044 -1.68288 3.42497
H -1.26913 5.53174 1.02765
H -3.11364 -1.48590 -2.04504
H -1.07028 -2.83185 -1.29680
H -0.68231 -3.41027 0.86905
H 0.96054 -1.00858 -3.61558
H -3.20182 -0.87528 -0.38207
H 1.43576 -3.01025 -1.31465
H 3.37913 -2.72848 0.35467
H 1.90179 0.92573 1.57247



No. 3
12
Properties=species:S:1:pos:R:3 method="wB97M-V/def2-TZVPD" mol_weight_g_mol=99.09 homo_lumo_gap_ha="0.307 / 0.297" total_charge=0 largest_force_ev_per_a=0.7 e_tot_ev=-9810.0412 de_lowest_ev=4.274 lumo_energy_ev="-0.5 / -0.5"
O 1.36733 0.42453 1.66706
O 2.98166 -0.35426 -0.66559
N -0.40270 -0.15204 0.32148
C 0.96907 -0.03296 0.63668
C 1.82011 -0.58739 -0.52358
C -0.85149 0.02876 -1.00114
C -1.37837 0.43105 1.03525
H 1.24463 -1.27700 -1.17920
H -1.07516 1.03344 -1.33452
H -1.13853 1.23996 1.73896
H -2.39692 0.08049 0.91442
H -1.13963 -0.83459 -1.60980



No. 4
47
Properties=species:S:1:pos:R:3 method="wB97M-V/def2-TZVPD" smiles=Cc1nnc2[nH]cc(N[C@H]3CCCN(Cc4ccc(F)c(F)c4)C3)cc1-2 mol_weight_g_mol=357.41 homo_lumo_gap_ha=0.263 total_charge=0 largest_force_ev_per_a=2.5 e_tot_ev=-32927.1347 de_lowest_ev=0.100 lumo_energy_ev=-0.2
F -2.94689 -0.66748 -4.41456
F -2.31700 1.58687 -2.84760
N 1.58762 -0.46666 0.43408
N -1.88897 -1.46893 1.77864
N 0.81302 2.81284 -1.15744
N 2.29878 4.77443 -1.13238
N 3.56260 5.01875 -0.66811
C 4.06260 3.93973 -0.13455
C -3.23225 -1.94783 -2.40348
C -3.14595 -0.86068 -0.24081
C 0.71016 1.49099 -0.69598
C 3.04439 2.92114 -0.16288
C -1.68577 -2.89449 2.06473
C -2.92674 -0.76676 -3.06564
C -2.67759 0.39480 -2.29786
C 5.44126 3.71343 0.41113
C -0.63532 -0.65500 1.57578
C 1.98774 3.53515 -0.88052
C -3.38137 -1.99485 -1.02537
C 0.57171 -2.67867 0.85087
C 0.30619 -1.20531 0.49312
C -3.19634 -0.97274 1.25423
C -2.83072 0.35053 -0.87963
C 2.98682 1.61322 0.28736
C 1.73387 0.86378 0.01957
C -0.65734 -3.50989 1.08602
H -2.60636 1.19918 -0.26429
H -1.15949 -3.73097 0.13515
H 1.12197 -2.69109 1.81048
H 6.04532 4.60143 0.27842
H 2.42160 -0.92238 0.81547
H 1.21880 -3.15026 0.13587
H -3.63751 -2.93362 -0.57549
H -1.21394 -2.96135 3.05191
H -0.18541 -1.16439 -0.45891
H -0.31713 -4.44812 1.57064
H -3.46052 0.01522 1.66342
H 3.81343 1.15215 0.81959
H -0.12300 0.88164 -0.99998
H -2.57992 -3.50219 2.08938
H -0.91508 0.36798 1.32185
H -4.01523 -1.64927 1.48575
H -3.47291 -2.85745 -2.98330
H 5.93983 2.88528 -0.13395
H 5.39648 3.44065 1.44147
H -0.09041 -0.56578 2.50415
H 0.23496 3.10697 -1.95637



No. 5
96
Properties=species:S:1:pos:R:3 method="wB97M-V/def2-TZVPD" mol_weight_g_mol=832.34 homo_lumo_gap_ha=0.241 total_charge=0 largest_force_ev_per_a=0.3 e_tot_ev=-89971.1094 de_lowest_ev=0.723 lumo_energy_ev=0.0
Cd 0.65917 -0.39321 0.41843
S 2.29752 -2.38167 1.32341
S -0.42999 -1.96607 3.19041
P -2.97891 0.35994 -0.10061
O -1.67499 0.29539 0.62004
N -2.96870 -0.49714 -1.50262
N 1.60944 -0.60256 -1.64083
N -0.30461 -2.26869 -0.73041
N -3.39454 1.91870 -0.48525
N 0.60358 1.79083 -1.06492
N 2.52850 -0.17032 3.82327
N 3.34833 0.70456 0.97078
N 1.63042 -5.95444 0.65577
N -1.69945 -5.36558 2.69403
N 0.46541 1.38678 2.08205
N -4.19413 -0.18099 0.87390
C -3.45657 2.90457 0.57772
C 1.55448 -1.84163 -2.21750
C -1.26882 -3.03028 -0.27734
C -3.97325 -1.24791 1.83889
C 2.99710 1.19229 4.06858
C 1.83508 2.17909 4.01612
C 4.11412 1.66092 3.12795
C 2.29437 -2.32874 -3.28462
C 0.34739 -4.02317 -2.24374
C -4.07095 -1.31510 -1.96921
C -5.58629 0.18185 0.69416
C 1.17084 -4.47575 -3.30112
C 1.17533 -3.62315 1.69512
C 1.64331 4.16708 -2.04612
C -0.68118 -4.82886 -1.70567
C 4.13790 1.68617 -3.19351
C 2.32497 2.95573 -2.29486
C 0.52326 -2.72985 -1.70770
C 1.42261 -4.92236 1.11813
C -0.91236 -4.53314 2.57194
C 2.31685 0.46054 -2.09960
C 3.54422 0.48595 -2.75418
C 0.46489 4.16135 -1.35364
C 3.66174 1.94633 1.69446
C -4.00460 2.33339 -1.73194
C 3.55035 2.90320 -3.00279
C 1.73493 1.76564 -1.81236
C -0.00798 2.93251 -0.86228
C 2.45045 2.88053 1.67667
C -1.92401 -0.28390 -2.49766
C 0.04666 -3.48709 2.44741
C 1.30691 2.48794 2.61595
C -1.50094 -4.33917 -0.73100
C 2.10295 -3.62238 -3.80885
H 2.08512 2.98832 0.65407
H -5.68633 0.98140 -0.03768
H -0.92181 2.88781 -0.27697
H 3.38872 1.21221 5.08924
H 2.06913 5.09239 -2.41633
H 2.73110 -3.93565 -4.63386
H -4.47596 -1.00132 2.77733
H -2.97309 3.83570 0.26565
H 1.02320 1.81472 4.65140
H -6.00793 0.52563 1.64271
H -0.08647 5.07163 -1.15981
H -2.91175 -1.34252 2.04977
H -4.49228 3.14034 0.84918
H 4.92276 0.92329 3.11748
H 3.99990 3.81838 -3.36533
H 3.22798 -0.84499 4.11414
H -4.36307 -2.20769 1.48238
H -3.50604 3.22970 -2.11249
H -0.79981 -5.83898 -2.07873
H 0.66498 3.37083 2.72654
H -1.89441 -2.60082 0.49665
H -2.28373 -4.93570 -0.28356
H 2.17128 3.12919 4.44295
H 2.40997 -0.32841 2.82621
H -3.91230 1.55121 -2.48018
H -5.06857 2.56979 -1.60524
H -4.79968 -1.47407 -1.17888
H 0.79649 -1.52583 3.55896
H 1.03831 -5.47705 -3.68914
H 3.38336 0.87491 -0.02983
H 3.03813 -1.71709 -3.76370
H 4.48570 2.48000 1.20202
H -1.07479 0.23747 -2.06164
H -1.56785 -1.24729 -2.86664
H -4.57941 -0.85577 -2.82568
H -3.69180 -2.29096 -2.28518
H 4.05191 -0.00497 1.15267
H -0.07800 0.97793 2.83735
H -6.18538 -0.66964 0.35304
H 4.10008 -0.42585 -2.89935
H 5.09188 1.62415 -3.70322
H -2.94602 2.53087 1.46494
H 2.79154 3.87470 1.98445
H 4.54317 2.58448 3.53048
H -0.23401 1.77548 1.45759
H -2.30506 0.29398 -3.34863



No. 6
11
Properties=species:S:1:pos:R:3 method="wB97M-V/def2-TZVPD" smiles="[H]/N=C(/C#N)C(C)=O" mol_weight_g_mol=96.09 homo_lumo_gap_ha=0.353 total_charge=0 largest_force_ev_per_a=4.2 e_tot_ev=-9236.5961 de_lowest_ev=3.892 lumo_energy_ev=-0.2
O -1.31528 -1.42849 0.17924
N 1.92690 -1.08050 -0.05129
N 0.52665 1.09654 2.56006
C -0.62061 -0.46286 -0.04371
C 0.87491 -0.60088 0.24584
C -0.99404 0.73777 -0.87042
C 0.42560 0.47243 1.59622
H -1.59401 1.40547 -0.24849
H -1.56930 0.39805 -1.73438
H 2.46993 -1.84724 -0.41496
H -0.13076 1.30972 -1.21811